Entry 1:
Entry from the Open Molecules 2025 dataset: C3H4O2 in the gas phase in a non-equilibrium geometry (ωB97M-V with the def2-TZVPD basis set).

```
9
Properties=species:S:1:pos:R:3:forces:R:3:lowdin_charge:R:1
C 1.228902 0.556370 -1.015950 3.9648 0.9550 1.9667 -0.346
C 0.680644 -0.689694 -0.731844 -1.5217 -0.2768 -4.2892 -0.056
C -1.098081 -0.299300 0.792531 -0.0519 -0.0124 0.1577 -0.008
O 1.355636 1.401108 -1.882515 -1.0359 -1.1407 -0.1407 0.065
O -0.156796 -1.140694 0.086543 -1.4047 -1.3411 2.4958 -0.075
H 2.000322 0.507634 -0.159621 -0.1317 1.8523 0.0151 0.132
H -2.096501 -0.560121 0.444531 0.0507 0.0133 -0.0615 0.096
H -0.903389 0.759023 0.613382 0.0924 -0.1327 -0.0337 0.096
H -1.010737 -0.534326 1.852942 0.0380 0.0830 -0.1102 0.096
```
Forces are in eV/Å.

- multiplicity = 3
- gap between HOMO and LUMO (alpha / beta) (eV) = 7.51 / 8.54
- ΔE to the lowest compared entry with this formula, charge and spin (kcal per mole) = 36.1
- HOMO (alpha / beta) (eV) = -6.82 / -10.07
- E_tot (Eh) = -266.9722

Entry 2:
Entry from the Open Molecules 2025 dataset: C4H8O3 in the gas phase in a non-equilibrium geometry (ωB97M-V with the def2-TZVPD basis set).

```
15
Properties=species:S:1:pos:R:3:forces:R:3:lowdin_charge:R:1
O -0.527058 1.173857 -0.380463 0.6458 -0.2259 0.0284 -0.045
C -1.741312 0.413943 -0.418541 -0.4647 -0.1282 -0.1495 -0.156
C -1.035573 -0.842778 0.094727 -0.0248 -0.1160 0.0828 -0.045
C 0.243628 -0.030801 -0.134827 -0.2246 0.5776 0.3183 -0.543
O 0.962361 -0.383817 -1.285107 -0.3092 0.9762 -1.0317 0.028
C 1.208736 0.097462 1.023859 -0.3758 -0.1923 0.2246 -0.187
O 2.420630 0.705184 0.668517 0.1154 -0.1834 -0.4673 -0.038
H 0.726367 0.329414 -1.931686 0.3873 -0.9407 0.5966 0.145
H -2.078982 0.334839 -1.451021 -0.2774 -0.0566 -0.0222 0.116
H -2.524732 0.852106 0.205063 0.1126 -0.0670 -0.0567 0.119
H -1.108087 -1.754525 -0.502093 -0.0277 0.1884 0.1032 0.121
H -1.224228 -1.059086 1.150942 0.0484 0.0389 -0.1803 0.119
H 0.722088 0.715667 1.790873 0.2014 -0.2667 -0.0922 0.141
H 1.327415 -0.934692 1.400401 0.2708 0.2409 0.1333 0.134
H 2.628745 0.383230 -0.230648 -0.0773 0.1547 0.5127 0.092
```
Forces are in eV/Å.

- gap between HOMO and LUMO (eV) = 10.81
- ΔE to the lowest compared entry with this formula, charge and spin (kcal per mole) = 46.2
- HOMO (eV) = -10.01
- structure (SMILES) = OC[C@@]1(O)CCO1
- E_tot (Eh) = -382.8911

Entry 3:
Entry from the Open Molecules 2025 dataset: a molecular structure, C46H51AuF5Ge2N3O2SeSi (ωB97M-V with the def2-TZVPD basis set).

```
112
Properties=species:S:1:pos:R:3:forces:R:3:lowdin_charge:R:1
Au 0.172762 -0.216942 -0.152797 -0.2162 0.0769 -0.4725 0.703
C -1.018156 1.961191 3.484794 -0.0473 -0.0423 0.0189 -0.171
C 0.285593 1.179646 3.424972 0.0397 0.0439 -0.2214 -0.371
Ge 0.391431 -0.396871 2.242663 -0.0650 -0.2509 0.3969 0.759
C 2.189775 -1.137381 2.593386 0.0118 -0.0281 -0.1102 -0.380
C 2.420070 -2.500099 1.947040 -0.0165 -0.0059 0.0318 -0.200
C -0.922615 -1.692602 2.880835 -0.0275 0.0116 -0.0393 -0.240
C -1.618355 -2.475063 2.051009 -0.0065 0.0219 -0.0658 -0.351
Ge -1.196683 -2.304232 0.125168 0.0609 0.1587 0.2987 0.917
C -0.146579 -3.834540 -0.490306 0.0022 0.0572 -0.0190 -0.335
C -0.981181 -5.048495 -0.910250 0.0398 0.0051 -0.0204 -0.157
C -2.499166 -1.644106 -1.207285 -0.0168 -0.0427 0.0274 -0.357
C -3.899422 -2.257130 -1.220570 0.0279 0.0065 -0.0049 -0.157
C -2.563081 -3.537605 2.488256 -0.0099 0.0194 0.0520 -0.226
C -2.772184 -3.835571 3.838422 -0.0020 -0.0128 0.0099 -0.032
C -3.647424 -4.835653 4.221877 -0.0059 0.0086 0.0020 -0.078
C -4.338466 -5.573135 3.267664 -0.0012 -0.0022 -0.0179 -0.089
C -4.145240 -5.293444 1.925497 -0.0078 -0.0040 0.0170 -0.072
C -3.268610 -4.285824 1.549450 0.0069 0.0620 -0.0081 -0.071
H -0.966444 2.746201 4.243115 -0.0094 0.0064 -0.0084 0.070
H -1.859837 1.315401 3.733718 -0.0632 -0.0330 -0.0086 0.066
H -1.248532 2.424341 2.529264 -0.0864 0.0003 -0.1086 0.032
H 0.505861 0.745750 4.406753 0.0732 -0.0062 -0.0091 0.062
H 1.124946 1.835453 3.179489 0.0137 0.0005 0.0193 0.052
H 2.320476 -1.193165 3.678038 -0.0137 0.0157 0.0089 0.063
H 2.922129 -0.410205 2.226852 0.0030 0.0000 0.0161 0.044
H 1.688102 -3.228587 2.304558 -0.0089 -0.0016 -0.0062 0.059
H 3.413252 -2.893959 2.170193 0.0020 -0.0077 0.0001 0.063
H 2.327706 -2.439131 0.859963 0.0013 -0.0021 -0.0079 0.042
H -1.061220 -1.788852 3.957675 -0.0140 -0.0197 -0.0109 0.059
H 0.547884 -4.093018 0.308530 0.0019 -0.0347 0.0248 0.053
H 0.449122 -3.473509 -1.326208 0.0678 0.0129 -0.0604 0.031
H -1.468034 -5.527545 -0.060821 0.0161 0.0013 -0.0205 0.055
H -0.339239 -5.791958 -1.386175 -0.0181 -0.0115 -0.0061 0.072
H -1.755570 -4.780025 -1.634087 0.0013 -0.0022 -0.0014 0.062
H -1.998257 -1.797193 -2.168023 -0.0079 0.0022 -0.0042 0.042
H -2.567226 -0.565504 -1.046097 0.0084 0.0180 -0.0142 0.022
H -3.886085 -3.311707 -1.505658 -0.0034 -0.0041 0.0222 0.058
H -4.523765 -1.728224 -1.943920 -0.0059 -0.0127 -0.0074 0.069
H -4.387767 -2.170228 -0.250118 -0.0136 0.0227 0.0139 0.061
H -2.244819 -3.281048 4.602499 0.0004 -0.0086 -0.0002 0.101
H -3.791708 -5.044800 5.274194 0.0018 0.0034 -0.0002 0.103
H -5.019916 -6.357038 3.571020 -0.0028 0.0029 0.0019 0.101
H -4.676011 -5.855133 1.167463 -0.0018 0.0020 -0.0026 0.106
H -3.139507 -4.079981 0.494424 -0.0258 0.0035 -0.0174 0.059
O 1.461022 -2.124683 -2.786063 0.0475 0.0381 0.0683 0.014
C 0.848180 -1.142393 -3.149636 -0.0745 -0.1256 0.0115 -0.610
N 0.580088 -0.833808 -4.468931 -0.1245 -0.0416 -0.1220 0.159
C -0.130418 0.415024 -4.643847 -0.0591 0.0062 0.0309 -0.288
C -0.108403 0.838018 -3.181734 0.3073 0.1064 0.2305 -0.234
O -1.154891 1.666140 -2.687884 0.0315 -0.0460 -0.2831 -0.053
N 0.281334 -0.157850 -2.345823 0.0030 0.0686 -0.0971 0.006
C 0.636255 1.348237 -5.581879 -0.0489 0.0382 0.0442 -0.144
C 0.301504 1.449438 -6.927040 0.0159 -0.0120 0.0036 -0.031
C 1.047280 2.256629 -7.776473 0.0087 -0.0026 0.0035 -0.073
C 2.136355 2.961940 -7.288318 -0.0131 0.0001 -0.0053 -0.084
C 2.489339 2.845392 -5.950246 0.0135 -0.0066 -0.0215 -0.068
C 1.744521 2.040825 -5.102972 -0.0018 0.0052 0.0037 -0.024
C -1.598077 0.226025 -5.043022 0.0540 -0.0048 -0.0585 -0.161
C -2.180915 -1.034615 -5.087706 -0.0174 -0.0039 0.0613 -0.016
C -3.539699 -1.171109 -5.336744 0.0004 -0.0038 0.0103 -0.061
C -4.337322 -0.052997 -5.533611 -0.0010 0.0012 0.0000 -0.073
C -3.766928 1.210098 -5.491617 0.0068 -0.0061 0.0135 -0.057
C -2.405142 1.349556 -5.251210 0.0046 -0.0118 -0.1387 -0.066
H 1.057733 -1.300647 -5.220064 0.0449 -0.0097 0.0336 0.165
H -0.545003 0.898415 -7.317691 -0.0211 0.0180 0.0045 0.118
H 0.773627 2.333932 -8.820695 0.0008 -0.0034 -0.0011 0.105
H 2.710813 3.598514 -7.948465 0.0086 -0.0084 -0.0011 0.103
H 3.349127 3.380443 -5.568301 -0.0097 0.0028 0.0173 0.107
H 2.026689 1.936734 -4.060866 -0.0010 0.0251 0.0024 0.099
H -1.565644 -1.909369 -4.923081 -0.0078 0.0018 0.0113 0.116
H -3.979033 -2.159812 -5.369527 0.0036 -0.0020 -0.0111 0.109
H -5.395660 -0.165677 -5.726557 -0.0038 0.0018 0.0189 0.107
H -4.375551 2.089529 -5.656386 -0.0016 0.0008 0.0035 0.111
H -1.953950 2.336685 -5.292837 0.0057 0.0058 0.0239 0.128
F 8.682374 0.804567 1.429766 0.0269 0.0041 0.0132 0.151
C 7.508561 0.692251 0.828053 -0.0181 -0.0012 -0.0130 -0.125
C 6.828987 -0.514934 0.861068 -0.0069 0.0036 0.0022 -0.140
F 7.364308 -1.554546 1.495254 0.0086 -0.0169 0.0131 0.135
C 5.604371 -0.623196 0.232718 0.0228 0.0314 -0.0020 -0.259
F 4.990945 -1.795940 0.279330 -0.0174 -0.0307 -0.0021 0.098
C 5.025676 0.455342 -0.445624 -0.0408 0.0765 -0.0223 -0.512
Se 3.364792 0.285801 -1.289810 0.0013 -0.0429 0.0760 0.923
C 5.744115 1.656160 -0.462865 0.0080 -0.0189 0.0184 -0.258
F 5.259091 2.723033 -1.087286 -0.0163 0.0103 -0.0189 0.090
C 6.966457 1.782645 0.164956 -0.0049 -0.0073 -0.0074 -0.142
F 7.632767 2.934270 0.140198 0.0067 0.0270 -0.0005 0.133
C 0.440192 3.394730 0.371241 -0.0020 -0.0080 -0.0400 -0.176
Si -1.245912 3.343729 -0.469568 -0.0945 -0.1602 -0.0333 0.368
C -0.812652 3.090887 -2.343038 0.1896 0.1985 0.1395 -0.083
C -1.913267 5.102867 -0.446877 -0.0352 0.0062 0.0716 -0.188
N -2.155185 2.007921 -0.101613 0.0601 0.0830 0.2500 -0.070
C -3.341390 1.835746 0.559564 -0.0058 0.0461 -0.0833 -0.396
C -3.656163 0.599085 1.159365 0.0398 0.0609 0.0945 -0.079
C -4.855512 0.370185 1.811551 -0.0075 0.0040 0.0200 -0.111
C -5.819537 1.365649 1.902757 -0.0049 0.0086 -0.0080 -0.134
C -5.538077 2.600305 1.328781 -0.0071 -0.0078 0.0065 -0.118
C -4.339710 2.833046 0.676396 0.0540 -0.0167 -0.0341 -0.058
H 1.113454 4.132962 -0.074698 -0.0087 -0.0091 -0.0218 0.033
H 0.930670 2.414563 0.310306 0.0412 0.0041 0.0052 -0.016
H 0.333963 3.637100 1.430486 0.0191 -0.0099 0.0123 0.021
H -1.367136 3.720226 -3.040595 -0.0727 -0.0863 -0.0305 0.093
H -1.975600 1.596049 -3.226748 -0.0869 -0.0909 0.1396 0.147
H 0.248355 3.165823 -2.579198 -0.0100 -0.0073 -0.0785 0.088
H -1.205707 5.799554 -0.906344 0.0230 -0.0087 0.0157 0.028
H -2.085512 5.437643 0.578890 -0.0136 0.0136 -0.0074 0.033
H -2.861649 5.180024 -0.982616 0.0197 0.0156 -0.0202 0.021
H -2.900629 -0.170629 1.139169 0.0971 -0.1253 0.0164 0.052
H -5.032658 -0.597017 2.270727 0.0116 -0.0210 -0.0118 0.095
H -6.757334 1.190225 2.413021 0.0009 -0.0018 0.0008 0.086
H -6.267860 3.399846 1.394017 0.0065 0.0079 -0.0157 0.093
H -4.153026 3.805032 0.236528 -0.0378 0.0070 0.0110 0.073
```
Forces are in eV/Å.

- multiplicity = 3
- gap between HOMO and LUMO (alpha / beta) (eV) = 5.75 / 3.57
- ΔE to the lowest compared entry with this formula, charge and spin (kcal per mole) = 0.0
- HOMO (alpha / beta) (eV) = -6.25 / -6.25
- E_tot (Eh) = -9577.8592

Entry 4:
Entry from the Open Molecules 2025 dataset: a molecular structure, C9H18LiO9S in a non-equilibrium geometry (ωB97M-V with the def2-TZVPD basis set).

```
38
Properties=species:S:1:pos:R:3:forces:R:3:lowdin_charge:R:1
Li -1.059745 0.623112 -1.832271 0.7094 0.3289 -0.2317 0.652
S 1.886766 2.060463 -1.203848 3.1644 -0.0321 -0.2379 0.135
O 2.119811 3.421133 -1.605691 -0.6752 2.1081 -0.6882 -0.408
O 1.742361 1.966732 0.240209 -0.7965 -0.8351 2.2928 -0.416
O 0.613263 1.554778 -1.774252 -2.5243 -1.5029 -1.2161 -0.519
O 3.065857 1.285926 -1.653468 -0.8269 -1.0464 -0.1213 -0.444
C -0.624974 -2.229619 -1.622350 0.0477 -3.7763 -3.3571 -0.142
O -1.219403 -1.482288 -2.682819 -2.8731 0.7116 -2.5267 -0.252
H 0.139759 -2.776357 -2.286915 -0.6196 -0.2215 1.9916 0.107
H -1.417015 -2.928585 -1.224714 1.2139 0.6335 0.1431 0.093
H -0.046215 -1.715196 -0.885765 -0.2952 1.1342 0.3048 0.063
H -1.792920 -2.024341 -3.446882 2.6714 1.7718 3.7426 0.191
C -1.394808 1.986210 -4.469677 1.9800 4.6219 -2.0920 -0.210
O -2.036676 1.551980 -3.354776 -3.0973 -0.6357 0.4602 -0.171
H -1.659927 3.159640 -4.709179 0.6663 -2.4794 0.7605 0.132
H -1.574118 1.539481 -5.437581 -0.5150 -0.9964 -0.0035 0.062
H -0.317572 1.966199 -4.280941 -0.1559 0.0068 0.0783 0.085
H -2.994107 1.703607 -3.570534 1.2151 -0.5224 0.9752 0.124
C -2.700217 1.981847 0.157584 -0.5574 -8.1074 7.4935 -0.057
O -2.458371 0.656601 -0.337347 -2.5786 -1.2996 -1.6149 -0.148
H -2.649483 2.648308 -0.423543 0.1938 8.9287 -9.1232 -0.024
H -1.785303 1.890141 0.563507 2.9738 2.2792 3.3914 0.061
H -3.531886 2.128019 0.842015 0.0010 -0.5365 0.0769 0.115
H -3.133467 0.195537 0.159555 0.2702 -1.1417 -0.3903 0.087
C 1.860317 -1.279947 1.903549 0.3364 0.0884 0.4717 -0.011
C 2.700525 -1.976329 2.744493 -1.1920 0.2295 3.3288 -0.008
C 2.367905 -2.109557 4.158403 -1.4780 0.5513 -3.3649 -0.359
C 1.138293 -1.616522 4.572547 0.3414 0.0879 1.1463 -0.054
C 0.310297 -0.839836 3.720110 0.9148 -1.0023 0.9430 -0.015
C 0.676063 -0.687059 2.366815 0.0392 0.2850 1.1942 -0.341
O -0.078019 0.106490 1.599810 -0.2597 0.6794 -1.9427 0.001
O 3.151681 -2.810535 4.997059 1.4798 -0.4690 0.4971 0.018
H 2.214749 -1.044093 0.923966 -0.0429 0.1248 -0.7075 0.116
H 3.662737 -2.363934 2.520355 0.6907 -0.2051 -0.9586 0.091
H 0.901449 -1.774469 5.675456 0.0666 0.3941 -1.5790 0.124
H -0.502728 -0.379386 4.305050 0.0651 0.0420 -1.2855 0.109
H 0.386106 0.476315 0.762751 0.1116 -0.1359 1.7334 0.104
H 4.039012 -2.864467 4.589322 -0.6648 -0.0613 0.4160 0.109
```
Forces are in eV/Å.

- gap between HOMO and LUMO (eV) = 4.71
- charge = -1
- ΔE to the lowest compared entry with this formula, charge and spin (kcal per mole) = 30.8
- HOMO (eV) = -3.15
- E_tot (Eh) = -1436.5617

Look up the E_tot of the third one. -9577.8592 Eh

The lowest E_tot belongs to which entry? C46H51AuF5Ge2N3O2SeSi

Which of these has the highest ΔE to the lowest compared entry with this formula, charge and spin? C4H8O3

Which value of ΔE to the lowest compared entry with this formula, charge and spin does entry 2 give? 46.2 kcal per mole